[1]
{"formula": "C10H20N2O2", "method": "ωB97M-V/def2-TZVPD", "elements": ["O", "C", "N", "N", "C", "C", "C", "C", "C", "H", "H", "H", "H", "H", "H", "H", "H", "H", "H", "H", "H", "C", "C", "C", "O", "C", "H", "H", "H", "H", "H", "H", "H", "H"], "coordinates": [[-2.3515, -2.1718, 1.3304], [-1.0515, -1.9176, 1.2849], [-0.4332, -0.8468, 1.0821], [0.9680, -0.7667, 1.3103], [1.5975, 0.3867, 0.6147], [3.0511, 0.4068, 0.8434], [3.7842, -0.0315, -0.4019], [2.5967, -0.7865, -1.1704], [1.4319, 0.1496, -0.8564], [-2.7082, -1.3056, 0.8721], [-0.5704, -2.8896, 1.5385], [1.3506, -1.7787, 1.1145], [0.9933, 1.2467, 1.0640], [3.2132, -0.3413, 1.6456], [3.4839, 1.3017, 1.2682], [4.6756, -0.5128, -0.3674], [4.0108, 0.7742, -0.9696], [2.7071, -1.0477, -2.2744], [2.4078, -1.7295, -0.5794], [1.5528, 1.0297, -1.3757], [0.4212, -0.1516, -1.1607], [-1.3433, 1.3607, -1.0803], [-2.2365, 1.1027, -0.1109], [-2.2643, 1.8993, 1.0989], [-3.1091, 0.0843, -0.0339], [-3.2959, -0.6384, -1.2113], [-0.6878, 2.1666, -0.9964], [-1.2851, 0.7621, -1.8860], [-1.7904, 1.6472, 2.0678], [-3.3938, 2.2200, 1.3095], [-1.7876, 2.8706, 0.8618], [-4.1548, -1.3384, -1.1860], [-2.4638, -1.2196, -1.4729], [-3.3186, 0.0652, -2.1732]], "atomic_forces_ev_per_a": [[-1.498, 3.206, -1.935], [2.423, -2.646, 1.155], [-0.049, 1.251, 0.142], [-0.420, -3.215, 0.525], [-3.341, -0.082, 0.393], [2.193, -1.125, 2.285], [-4.456, -1.200, -0.897], [0.576, -0.818, 0.208], [-0.447, -1.258, -0.382], [-0.072, -1.723, 1.436], [0.484, 0.602, -0.057], [-0.232, 2.789, 0.248], [1.011, -0.804, -0.925], [0.170, 0.236, -0.214], [-0.267, 0.534, -0.043], [2.430, -2.069, 0.896], [0.499, 2.963, -1.915], [0.142, 0.450, 1.515], [0.302, 0.564, -0.985], [0.632, 2.323, -1.349], [0.513, -0.544, 0.468], [-2.478, 0.189, 2.355], [2.210, 0.473, -0.101], [-2.233, 3.554, 1.722], [-1.006, -0.655, -0.385], [-1.043, 1.073, -3.310], [0.781, 1.140, 0.196], [0.284, -1.776, -2.768], [-0.352, -0.924, -0.793], [2.240, -0.828, -0.168], [-0.186, -0.380, 0.041], [0.260, 0.902, 0.373], [1.594, -1.107, 0.142], [-0.663, -1.096, 2.127]], "e_above_lowest_kj_mol": 586.9, "smiles": "O/C=N/NC1CCCC1.C=C(C)OC", "orbital_gap_ev": 8.85, "energy_ha": -652.8629}

=====

[2]
{"formula": "C10H20N2O4", "method": "ωB97M-V/def2-TZVPD", "elements": ["C", "C", "C", "C", "C", "N", "C", "O", "N", "C", "C", "O", "O", "C", "C", "O", "H", "H", "H", "H", "H", "H", "H", "H", "H", "H", "H", "H", "H", "H", "H", "H", "H", "H", "H", "H"], "coordinates": [[-3.6130, 0.1032, -3.0886], [-2.9759, -0.5435, -1.8648], [-1.4558, -0.3690, -1.8265], [-0.7434, -1.0052, -3.0049], [-0.8417, -0.8585, -0.4672], [-1.6020, -0.8522, 0.7506], [0.5332, -0.2210, -0.2323], [1.2750, 0.0311, -1.1389], [0.9184, -0.1225, 1.0549], [2.3112, 0.1192, 1.3993], [2.7393, -0.8228, 2.4808], [3.8551, -1.2891, 2.5221], [1.7144, -1.1233, 3.2941], [2.5015, 1.6311, 1.6519], [1.5676, 2.1036, 2.7462], [3.8080, 1.9564, 2.1049], [-3.4307, 1.1791, -3.0860], [-3.2928, -0.2317, -4.0529], [-4.6692, -0.0196, -3.1059], [-3.3231, -0.0299, -0.9637], [-3.3223, -1.5799, -1.7637], [-1.2962, 0.7316, -1.8767], [-1.1094, -0.5946, -3.9309], [-0.9265, -2.0789, -2.9445], [0.3291, -0.8946, -2.9032], [-0.5162, -1.9085, -0.6488], [-2.3681, -1.5129, 0.6653], [-2.0145, 0.0706, 0.8169], [0.1278, -0.3105, 1.6940], [2.8809, -0.0679, 0.4810], [2.0387, -1.7671, 3.9344], [2.2793, 2.0833, 0.6766], [2.0375, 3.0105, 3.1135], [0.5524, 2.2727, 2.4070], [1.5818, 1.4007, 3.5924], [4.4496, 1.5099, 1.5137]], "atomic_forces_ev_per_a": [[0.250, 0.754, 0.413], [0.108, 0.134, 0.085], [-0.029, 0.736, 0.683], [0.062, -0.529, 0.766], [1.256, -0.842, -1.250], [-0.749, 0.324, -0.093], [-0.459, -0.558, 0.750], [1.172, 0.634, -1.590], [-1.244, -0.118, 0.365], [-0.697, 0.648, -0.961], [0.948, -0.069, -0.823], [-0.904, 0.162, 0.640], [0.386, -0.178, 0.359], [-0.213, -0.499, 0.618], [0.598, 0.112, 0.366], [0.444, -0.660, -0.828], [0.060, 0.089, 0.087], [0.582, -0.586, -0.419], [-1.024, -0.140, 0.233], [-0.444, 0.000, -0.156], [0.355, -0.071, -0.094], [0.031, -0.429, 0.039], [0.032, -0.024, -0.413], [-0.211, -0.189, -0.371], [0.053, 0.293, -0.239], [-0.360, 0.299, 0.125], [0.021, 0.109, 0.218], [-0.326, 0.061, 0.368], [1.243, -0.018, 0.020], [-0.014, -0.477, 0.309], [0.058, -0.174, 0.234], [0.018, 0.204, 0.204], [-0.415, 0.395, 0.104], [-0.067, 0.069, 0.011], [-0.147, 0.144, -0.294], [-0.376, 0.394, 0.530]], "e_above_lowest_kj_mol": 102.7, "smiles": "CC[C@H](C)[C@H](N)C(=O)N[C@H](C(=O)O)[C@@H](C)O", "orbital_gap_ev": 9.99, "energy_ha": -803.5372}

=====

[3]
{"formula": "C10H20N3O6P2", "method": "ωB97M-V/def2-TZVPD", "elements": ["C", "C", "O", "C", "C", "C", "C", "C", "P", "O", "O", "C", "P", "C", "O", "N", "N", "H", "H", "H", "H", "H", "H", "H", "H", "H", "H", "H", "H", "H", "H", "H", "H", "H", "C", "N", "O", "O", "H", "H", "H"], "coordinates": [[2.9364, 0.4576, 1.9415], [3.1201, -0.9538, 1.3550], [1.9019, -1.4436, 0.7826], [1.9809, -1.6327, -0.6122], [0.5124, -1.6572, -1.0969], [-0.1026, -0.3767, -0.5577], [-0.9248, -0.4343, 0.5535], [-1.4127, 0.7728, 1.0216], [-2.5109, 0.9110, 2.5319], [-2.6284, -0.6166, 3.0921], [-1.5117, 1.5644, 3.6422], [-1.0018, 1.9030, 0.2657], [-1.6495, 3.5657, 0.8708], [-0.1228, 4.4871, 1.3033], [-2.2502, 4.2456, -0.4888], [-0.2530, 1.9219, -0.7975], [0.2026, 0.7345, -1.1892], [3.5470, 1.1908, 1.4092], [3.2210, 0.5099, 2.9911], [1.9007, 0.8011, 1.8675], [3.9225, -0.9472, 0.6178], [3.3780, -1.6111, 2.1851], [2.5082, -2.5508, -0.8788], [2.4552, -0.7684, -1.1001], [0.0320, -2.5302, -0.6732], [0.4554, -1.6009, -2.1850], [-1.1523, -1.3673, 1.0432], [-2.3929, -1.2688, 2.4233], [-1.5606, 2.5272, 3.5600], [0.3009, 5.0115, 0.4374], [-0.2992, 5.2443, 2.0635], [0.6501, 3.7808, 1.6153], [-1.6908, 4.9524, -0.8353], [0.8137, 0.7128, -1.9984], [-2.4044, -3.7379, -3.7253], [-0.9604, -3.5378, -3.4219], [-0.5211, -4.0190, -2.3971], [-0.3114, -2.8996, -4.2231], [-2.8469, -4.3206, -2.9260], [-2.8628, -2.7556, -3.7943], [-2.4678, -4.2643, -4.6730]], "atomic_forces_ev_per_a": [[0.100, 0.324, -0.338], [-0.223, 0.397, 0.883], [0.394, 0.080, -0.294], [-0.748, 0.235, -0.240], [0.748, 1.112, 0.388], [0.583, -2.987, -0.832], [-0.657, 1.711, 0.316], [1.234, -1.321, 0.086], [-1.730, 0.899, 0.031], [0.789, 0.334, -0.513], [0.470, -0.350, -0.430], [-0.483, 1.894, 0.577], [-0.812, -0.033, 0.781], [0.436, -0.086, -0.942], [0.492, 0.077, 0.239], [0.456, -0.272, -0.371], [-0.763, 0.328, 0.778], [-0.020, -0.022, 0.026], [-0.017, -0.089, -0.016], [-0.025, -0.226, 0.018], [-0.012, -0.221, -0.008], [0.110, -0.253, -0.269], [0.011, 0.040, -0.059], [0.321, -0.169, 0.094], [-0.268, 0.031, -0.227], [0.063, -0.546, -0.007], [0.324, -0.270, -0.254], [-0.088, -0.302, 0.324], [-0.164, 0.036, 0.265], [-0.057, -0.128, -0.035], [-0.174, -0.202, 0.141], [-0.088, 0.082, 0.266], [-0.024, -0.092, -0.241], [-0.055, 0.164, -0.035], [-0.131, -0.140, 0.112], [-0.172, -0.183, -0.075], [-0.027, -0.095, -0.035], [0.065, 0.151, 0.060], [0.077, -0.014, 0.017], [0.047, 0.004, -0.129], [0.017, 0.104, -0.052]], "charge": 1, "orbital_gap_ev": 6.86, "energy_ha": -1691.1154}

=====

[4]
{"formula": "C10H20N4O4Re", "method": "ωB97M-V/def2-TZVPD", "elements": ["Re", "N", "C", "C", "O", "N", "C", "C", "O", "O", "H", "H", "H", "H", "H", "H", "C", "C", "N", "C", "C", "C", "C", "N", "H", "H", "H", "H", "H", "H", "H", "H", "H", "H", "H", "H", "H", "H", "O"], "coordinates": [[-0.6378, -0.6916, 1.1058], [-1.8276, -2.4153, 0.2077], [-3.1664, -2.5665, 0.8558], [-3.0917, -2.0125, 2.2797], [-3.8424, -2.4433, 3.1246], [-2.1879, -0.9800, 2.4539], [-1.1102, -1.3088, 3.4015], [0.4508, -1.8674, 3.0310], [1.0610, -2.0586, 4.0433], [0.8175, -2.0365, 1.7911], [-1.9620, -2.0191, -0.7050], [-1.4028, -3.4174, 0.0063], [-3.4355, -3.6169, 0.9175], [-3.9310, -2.0394, 0.2873], [-1.4232, -2.1207, 4.0620], [-0.8929, -0.4526, 4.0371], [0.8117, 3.5926, -2.3830], [1.5098, 2.2435, -2.4749], [1.0877, 1.3126, -1.4286], [-0.0694, 0.5108, -1.7540], [0.3518, -0.8644, -2.2734], [1.7537, 1.1720, -0.2676], [3.0164, 1.9793, -0.0943], [1.3553, 0.3940, 0.6772], [1.1392, 4.2477, -3.1906], [1.0279, 4.0795, -1.4320], [-0.2701, 3.4755, -2.4551], [2.5891, 2.3654, -2.4506], [1.2825, 1.7685, -3.4314], [-0.6390, 1.0176, -2.5344], [-0.7616, 0.4377, -0.8989], [0.9897, -0.7577, -3.1521], [-0.5149, -1.4592, -2.5732], [0.9091, -1.4166, -1.5146], [3.7916, 1.6457, -0.7844], [3.3839, 1.8504, 0.9202], [2.8470, 3.0414, -0.2647], [1.9925, 0.3905, 1.4603], [-1.0022, 1.0199, 1.4003]], "atomic_forces_ev_per_a": [[-0.429, 3.738, 0.373], [0.898, -2.541, -0.745], [0.383, 0.013, 0.253], [-0.228, 0.483, -0.016], [0.115, -0.230, 0.143], [1.243, -2.085, -0.937], [0.177, 0.001, 1.548], [-1.238, -0.044, 0.779], [0.621, -0.166, -0.080], [-0.806, 0.113, 0.223], [-0.104, -0.063, -0.638], [-0.842, 2.725, 0.741], [-0.115, 0.010, -0.004], [0.037, 0.056, -0.020], [-0.024, 0.011, 0.017], [0.044, 0.016, 0.001], [-0.025, -0.028, 0.027], [-0.006, -0.026, 0.007], [-0.040, 0.296, -0.246], [-0.245, -0.496, -0.295], [-0.073, -0.031, 0.039], [0.322, 0.330, 0.263], [-0.007, -0.014, 0.072], [-0.215, -0.984, -0.744], [0.000, 0.002, -0.009], [0.005, 0.006, 0.001], [-0.004, 0.003, 0.006], [0.023, 0.012, 0.015], [0.023, 0.013, -0.016], [0.056, 0.166, 0.059], [0.244, 0.201, -0.251], [0.009, -0.004, 0.001], [-0.014, 0.020, 0.010], [0.006, 0.006, 0.001], [-0.004, -0.022, -0.008], [0.023, 0.020, -0.004], [-0.032, 0.006, 0.002], [-0.043, -0.120, 0.068], [0.264, -1.394, -0.635]], "s_squared": 3.767, "e_above_lowest_kj_mol": 233.0, "orbital_gap_ev": [7.51, 8.15], "energy_ha": -991.2258, "spin_multiplicity": 4}

=====

[5]
{"formula": "C10H20N5O6S2", "method": "ωB97M-V/def2-TZVPD", "elements": ["C", "C", "O", "C", "N", "C", "N", "N", "C", "C", "C", "C", "S", "C", "N", "N", "C", "O", "H", "H", "H", "H", "H", "H", "H", "H", "H", "H", "H", "H", "H", "H", "H", "H", "H", "H", "H", "H", "O", "S", "O", "O", "O"], "coordinates": [[-3.3054, -0.0294, 1.3658], [-2.6817, 0.3580, 0.0452], [-3.6750, 0.3157, -0.9866], [-1.4644, -0.4987, -0.3677], [-0.9207, -1.2562, 0.7807], [0.4428, -1.4551, 0.6422], [0.9236, -2.2993, -0.2514], [1.2844, -0.7904, 1.5465], [2.1603, 0.2803, 0.9809], [1.4165, 1.6021, 0.9769], [2.2587, 2.8509, 0.6838], [2.3611, 3.2584, -0.7894], [2.7884, 1.9067, -1.9163], [1.3165, 1.5559, -2.7444], [0.8989, 0.3457, -2.9048], [-0.2627, 0.4358, -3.6717], [-0.4453, 1.6849, -3.8793], [0.5085, 2.4665, -3.3330], [-2.7507, 0.4002, 2.1938], [-3.3626, -1.1073, 1.5102], [-4.3284, 0.3475, 1.3699], [-2.3332, 1.3981, 0.1066], [-3.2820, 0.7061, -1.7726], [-0.7105, 0.1516, -0.8133], [-1.8096, -1.1664, -1.1614], [-1.3456, -2.2079, 0.7487], [0.5764, -3.2856, -0.1580], [1.6414, -2.0585, -0.9163], [1.9345, -1.5356, 1.8018], [2.4835, -0.0203, -0.0172], [3.0468, 0.3294, 1.6092], [1.0126, 1.7177, 1.9828], [0.5545, 1.5874, 0.3055], [1.7482, 3.6797, 1.1791], [3.2491, 2.7891, 1.1352], [1.4800, 3.8091, -1.1100], [3.1870, 3.9621, -0.8915], [-1.2606, 2.0861, -4.4538], [-1.0064, -5.7721, 2.8807], [-0.6810, -4.4821, 2.2705], [0.4078, -3.7730, 3.0035], [-1.8768, -3.5945, 2.1558], [-0.1791, -4.6927, 0.8633]], "atomic_forces_ev_per_a": [[-0.472, -0.184, -0.233], [0.408, 0.319, -0.038], [-0.008, -0.019, 0.092], [-0.455, -0.114, -0.125], [0.418, -0.438, -0.158], [-0.554, 0.181, 0.416], [-0.413, -0.333, 0.036], [1.140, 0.183, -0.725], [-0.723, -0.308, -0.197], [0.236, 0.416, 0.338], [-0.552, -0.034, -0.142], [0.421, 0.352, 0.408], [0.371, 0.391, -0.363], [-0.173, -0.712, 0.400], [-0.190, 0.014, -0.125], [0.213, -0.056, 0.064], [-0.269, -0.587, -0.213], [0.087, 0.525, -0.020], [0.065, -0.085, 0.067], [0.168, -0.066, 0.006], [-0.001, 0.183, 0.095], [-0.066, 0.079, 0.174], [-0.045, -0.104, -0.097], [0.147, -0.067, 0.047], [0.106, -0.120, -0.039], [-0.238, -0.204, 0.979], [-0.984, -0.531, -0.020], [0.823, -0.152, 0.806], [-0.177, -0.078, 0.261], [0.188, 0.196, -0.076], [-0.012, 0.113, 0.118], [-0.128, -0.083, 0.016], [-0.014, -0.156, -0.065], [0.163, 0.144, 0.057], [0.065, -0.180, -0.030], [-0.177, -0.320, -0.231], [0.013, 0.064, -0.082], [0.077, 0.430, 0.103], [-0.017, 0.229, 0.006], [0.348, 0.313, -0.219], [-0.129, 0.291, -0.109], [-0.100, 0.160, -0.050], [0.438, 0.348, -1.131]], "charge": -1, "orbital_gap_ev": 4.92, "energy_ha": -1914.5671}

=====

[6]
{"formula": "C10H20N6O4", "method": "ωB97M-V/def2-TZVPD", "elements": ["H", "N", "C", "N", "N", "C", "C", "C", "C", "N", "C", "O", "N", "C", "C", "C", "N", "O", "C", "O", "O", "H", "H", "H", "H", "H", "H", "H", "H", "H", "H", "H", "H", "H", "H", "H", "H", "H", "H", "H"], "coordinates": [[4.8883, 0.4228, -2.4602], [5.4147, -0.2865, -2.9637], [5.0726, -1.4641, -2.6202], [5.8062, -2.5627, -3.0579], [3.9930, -1.8601, -1.8215], [3.1973, -0.8317, -1.1336], [2.0214, -1.4844, -0.4462], [1.1585, -0.5476, 0.3987], [0.4006, 0.5346, -0.3792], [1.3097, 1.5688, -0.8519], [-0.6873, 1.1176, 0.5402], [-0.4580, 2.0858, 1.2501], [-1.8818, 0.4820, 0.5391], [-3.0351, 1.0031, 1.2829], [-4.3253, 0.4075, 0.7217], [-5.5418, 1.2411, 1.1189], [-6.2199, 0.7903, 2.2163], [-5.8610, 2.2286, 0.4806], [-2.8915, 0.7020, 2.7900], [-3.6727, -0.0065, 3.3899], [-1.8532, 1.2665, 3.3992], [6.4621, -2.2724, -3.7296], [5.2396, -3.3228, -3.4186], [4.2170, -2.6575, -1.2480], [2.8724, -0.1131, -1.8792], [3.8175, -0.2975, -0.4055], [1.3757, -1.9805, -1.2366], [2.3507, -2.3108, 0.2111], [1.7822, -0.0537, 1.1440], [0.4470, -1.1785, 0.9722], [-0.0836, 0.0794, -1.2532], [0.8186, 2.1966, -1.4825], [1.5648, 2.1481, -0.0651], [-2.0049, -0.3194, -0.0377], [-3.0542, 2.0839, 1.1473], [-4.2751, 0.4646, -0.3552], [-4.4216, -0.6155, 1.0245], [-6.9130, 1.3903, 2.6028], [-5.7167, 0.1808, 2.8538], [-1.3133, 1.7712, 2.7623]], "atomic_forces_ev_per_a": [[0.002, -0.071, -0.090], [-0.048, 0.010, 0.175], [-0.470, -0.146, 0.260], [-0.827, -0.516, 0.496], [-0.014, 0.617, -0.014], [0.736, -0.556, -0.319], [-1.027, -0.750, -0.642], [-0.214, -0.442, 0.265], [-0.162, 0.049, 0.017], [-0.276, -0.001, -0.193], [0.077, -0.585, -0.494], [-0.041, 0.276, 0.240], [0.103, 0.771, 0.568], [-0.055, -0.303, 0.039], [0.121, 0.670, 0.035], [-0.248, 0.133, 0.305], [0.771, -0.390, -0.371], [0.107, -0.335, 0.166], [-0.287, -0.318, 0.344], [0.547, 0.435, -0.359], [-0.451, -0.333, 0.190], [1.016, 0.356, -0.855], [0.023, 0.138, 0.201], [0.013, -0.115, 0.041], [-0.105, 0.056, 0.048], [-0.055, 0.142, 0.073], [0.627, 0.505, 0.780], [0.074, 0.340, -0.242], [0.058, 0.123, 0.114], [0.226, 0.387, -0.306], [0.047, 0.007, 0.095], [0.060, -0.108, -0.037], [0.161, 0.099, 0.274], [-0.115, -0.428, -0.320], [0.074, 0.141, 0.020], [-0.001, 0.013, -0.369], [-0.084, -0.605, 0.238], [-0.418, 0.381, 0.141], [-0.146, 0.150, -0.183], [0.204, 0.206, -0.333]], "e_above_lowest_kj_mol": 21.4, "smiles": "[H]/N=C(/N)NCCC[C@H](N)C(=O)N[C@@H](CC(N)=O)C(=O)O", "orbital_gap_ev": 9.42, "energy_ha": -1022.6419}